# C61H104KNOP3S

C61H104KNOP3S as an isolated structure at a distorted geometry (the ωB97M-V functional and the def2-TZVPD basis, the Open Molecules 2025 dataset).

Properties
- LUMO energy: 1.90 eV
- HOMO energy: -3.47 eV
- Charge: -1

XYZ file:
```
172
C61H104KNOP3S (the ωB97M-V functional and the def2-TZVPD basis)
K -0.54 0.51 -0.34
C 4.24 -2.89 2.60
C 3.06 -2.65 1.66
C 2.87 -3.84 0.71
P 2.90 -1.03 0.67
C 3.85 0.26 1.67
C 3.42 1.61 1.07
C 5.37 0.20 1.72
C 4.00 -1.23 -0.77
C 5.28 -1.79 -0.72
C 6.08 -1.90 -1.85
C 5.59 -1.43 -3.07
C 4.33 -0.88 -3.15
C 3.48 -0.76 -2.02
N 2.20 -0.34 -2.07
C 1.72 0.43 -3.08
C 2.44 1.52 -3.62
C 1.91 2.36 -4.57
C 0.59 2.21 -4.98
C -0.15 1.17 -4.45
C 0.40 0.23 -3.58
P -0.70 -1.11 -3.01
C -1.56 -1.70 -4.59
C -0.81 -1.51 -5.91
C -2.99 -1.17 -4.68
C 0.39 -2.59 -2.68
C 1.42 -2.97 -3.75
C -0.49 -3.79 -2.30
H 4.08 -3.81 3.16
H 4.35 -2.08 3.32
H 5.18 -3.00 2.05
H 2.16 -2.60 2.29
H 3.74 -3.97 0.07
H 2.00 -3.69 0.06
H 2.72 -4.76 1.28
H 3.45 0.20 2.68
H 3.68 1.65 0.01
H 3.94 2.43 1.58
H 2.35 1.77 1.17
H 5.79 0.21 0.71
H 5.74 -0.69 2.23
H 5.75 1.07 2.25
H 5.67 -2.13 0.22
H 7.07 -2.33 -1.78
H 6.20 -1.51 -3.96
H 3.96 -0.55 -4.12
H 3.45 1.69 -3.26
H 2.51 3.17 -4.97
H 0.15 2.88 -5.71
H -1.19 1.06 -4.75
H -1.64 -2.78 -4.40
H -0.96 -0.50 -6.30
H -1.18 -2.22 -6.65
H 0.26 -1.66 -5.79
H -3.02 -0.10 -4.87
H -3.53 -1.36 -3.75
H -3.53 -1.67 -5.49
H 0.94 -2.28 -1.79
H 0.94 -3.47 -4.59
H 2.16 -3.64 -3.32
H 1.95 -2.09 -4.11
H -0.87 -4.30 -3.19
H -1.34 -3.47 -1.70
H 0.08 -4.52 -1.72
C -3.59 0.18 1.47
C -3.39 -1.15 1.92
C -3.66 -2.01 0.81
C -4.02 -1.18 -0.27
C -3.99 0.17 0.12
C -4.55 1.33 -0.66
C -4.07 2.66 -0.07
C -6.09 1.31 -0.58
C -4.16 1.26 -2.14
C -3.63 -3.53 0.66
C -2.21 -4.12 0.85
C -4.07 -3.93 -0.77
C -4.63 -4.23 1.60
C -3.11 -1.40 3.40
C -4.44 -1.63 4.15
C -2.18 -2.58 3.69
C -2.44 -0.17 4.04
H -3.54 1.06 2.08
H -4.30 -1.51 -1.26
H -4.46 2.80 0.94
H -4.40 3.51 -0.68
H -2.97 2.66 -0.01
H -6.41 1.37 0.47
H -6.47 0.38 -0.99
H -6.54 2.15 -1.13
H -3.07 1.23 -2.26
H -4.56 2.11 -2.69
H -4.56 0.35 -2.59
H -1.46 -3.38 0.58
H -2.06 -5.01 0.23
H -2.02 -4.42 1.88
H -3.38 -3.54 -1.52
H -5.07 -3.56 -0.98
H -4.08 -5.02 -0.85
H -4.37 -4.11 2.64
H -4.68 -5.30 1.38
H -5.62 -3.80 1.45
H -4.95 -2.52 3.78
H -5.10 -0.77 4.00
H -4.27 -1.75 5.23
H -2.65 -3.53 3.44
H -1.93 -2.62 4.76
H -1.25 -2.49 3.12
H -3.12 0.69 4.07
H -1.55 0.12 3.49
H -2.16 -0.40 5.08
O 0.11 2.89 -0.20
P -0.04 4.37 -0.12
C 1.48 5.26 -0.64
C 2.58 5.07 0.41
C 3.85 5.87 0.05
C 4.06 5.95 -1.47
C 3.47 4.71 -2.15
C 1.94 4.70 -2.01
C -0.47 4.87 1.61
C 0.16 3.91 2.62
C -0.43 4.19 4.01
C -0.27 5.67 4.42
C 0.43 6.51 3.35
C -0.22 6.35 1.97
C -1.51 4.95 -1.08
C -1.68 6.47 -1.23
C -1.12 7.03 -2.54
C -1.72 6.29 -3.73
C -1.30 4.82 -3.66
C -1.78 4.15 -2.37
H 1.24 6.33 -0.73
H 2.81 4.01 0.47
H 2.23 5.39 1.39
H 4.71 5.39 0.51
H 3.78 6.88 0.46
H 5.12 6.05 -1.71
H 3.56 6.84 -1.88
H 3.89 3.81 -1.69
H 3.74 4.69 -3.21
H 1.58 3.68 -2.13
H 1.51 5.30 -2.81
H -1.54 4.67 1.64
H 1.25 4.01 2.65
H -0.06 2.88 2.34
H 0.04 3.53 4.73
H -1.49 3.93 3.98
H 0.30 5.75 5.35
H -1.25 6.11 4.62
H 1.49 6.22 3.29
H 0.41 7.56 3.64
H 0.42 6.84 1.23
H -1.17 6.89 1.97
H -2.28 4.62 -0.37
H -1.22 6.99 -0.38
H -2.75 6.69 -1.20
H -0.03 6.93 -2.56
H -1.35 8.10 -2.59
H -1.38 6.73 -4.67
H -2.81 6.37 -3.69
H -0.22 4.75 -3.73
H -1.71 4.27 -4.50
H -1.32 3.16 -2.29
H -2.86 4.00 -2.44
C 1.83 1.00 5.79
S 1.18 0.80 4.11
C 1.13 -1.00 4.07
H 1.14 0.57 6.51
H 1.94 2.07 5.97
H 2.81 0.52 5.87
H 2.12 -1.40 4.28
H 0.82 -1.28 3.06
H 0.40 -1.37 4.79
```